15
Properties=species:S:1:pos:R:3:mulliken_spin:R:1 method="wB97M-V/def2-TZVPD" charge=+1 multiplicity=3 homo_ev="-11.82 / -14.34" orbital_gap_ev="8.75 / 5.13" lumo_ev="-3.08 / -9.21"
C -3.82 -0.23 0.74 0.00
C -2.75 -0.26 -0.26 0.00
C 1.92 0.36 0.61 0.95
N 1.07 -0.42 0.05 0.93
O -3.94 -0.35 -0.75 0.00
O -1.66 -0.23 -0.65 0.00
O 3.34 0.41 -1.17 0.10
H -3.96 -1.11 1.38 0.00
H -3.86 0.74 1.22 0.00
H 1.97 1.44 0.56 0.01
H 2.66 -0.09 1.20 0.04
H 1.28 -1.43 0.15 -0.03
H 0.04 -0.17 -0.19 -0.01
H 3.43 1.08 -1.94 0.00
H 4.27 0.26 -0.95 0.00

=====

39
Properties=species:S:1:pos:R:3:lowdin_charge:R:1 method="wB97M-V/def2-TZVPD" charge=0 homo_ev=-7.77 orbital_gap_ev=8.09 smiles="CSc1ccccc1C(=O)OCC(=O)N[C@H]1CCS(=O)(=O)C1" lumo_ev=0.33
C -6.01 1.87 0.83 -0.37
H -6.67 2.03 1.75 0.07
H -6.06 2.67 0.32 -0.06
H -6.55 0.95 0.28 0.08
S -4.40 1.10 1.21 0.99
C -3.46 0.88 -0.20 -0.43
C -4.00 1.14 -1.50 -0.14
C -3.43 0.55 -2.50 -0.11
C -2.09 0.08 -2.44 -0.11
C -1.56 0.02 -1.27 -0.03
C -2.12 0.34 0.14 -0.06
C -1.49 0.05 1.34 -0.75
O -2.17 0.39 2.12 0.15
O -0.35 -0.34 1.31 0.10
C 0.30 -0.66 2.44 0.01
H 0.20 -1.42 2.84 0.02
H -0.09 0.27 3.02 0.19
C 1.88 -0.32 2.25 -0.41
O 2.47 -0.43 3.38 0.00
N 2.31 -0.17 1.07 0.13
H 1.60 -0.43 0.26 0.17
C 3.80 -0.02 0.77 -0.23
C 3.79 0.72 -0.47 -0.09
H 4.89 1.07 -0.80 0.19
H 3.09 1.30 -0.43 0.00
S 3.05 -0.54 -1.77 0.82
O 3.76 -0.43 -3.25 -0.42
O 1.67 -0.51 -1.63 -0.33
C 3.76 -1.96 -0.94 -0.26
C 4.26 -1.44 0.35 -0.20
H 5.35 -1.43 0.37 0.11
H 4.11 -2.32 1.20 0.19
H 2.74 -2.62 -0.68 0.16
H 4.36 -2.62 -1.65 0.14
H 4.17 0.31 1.48 0.03
H -0.51 -0.30 -0.97 0.10
H -1.65 -0.22 -3.35 0.10
H -3.85 1.06 -3.45 0.15
H -5.09 1.38 -1.41 0.11

=====

103
Properties=species:S:1:pos:R:3:mulliken_spin:R:1 method="wB97M-V/def2-TZVPD" charge=0 multiplicity=2 homo_ev="-6.25 / -6.36" orbital_gap_ev="4.58 / 4.98" lumo_ev="-1.68 / -1.38"
V 0.09 0.16 0.05 1.10
C 5.64 -3.16 0.68 0.01
C 5.54 -2.81 2.03 -0.02
C 4.68 -1.80 2.45 0.01
C 3.94 -1.16 1.47 -0.02
C 2.88 -0.14 1.55 -0.03
N 2.36 0.10 0.34 0.04
C 3.07 -0.66 -0.56 -0.10
N 2.94 -0.64 -1.86 0.06
C 1.93 -0.01 -2.45 -0.10
C 1.86 0.12 -3.89 -0.01
C 2.77 -0.19 -4.90 -0.04
C 2.41 0.11 -6.19 0.01
C 1.15 0.67 -6.49 -0.02
C 0.25 0.97 -5.49 0.01
C 0.63 0.69 -4.18 -0.02
C -0.02 0.93 -2.91 -0.04
N -1.19 1.54 -2.82 -0.01
C -1.61 1.98 -1.66 0.08
N -0.96 1.90 -0.45 -0.06
C -1.66 2.68 0.43 0.12
N -1.32 2.99 1.67 -0.05
C -0.27 2.46 2.23 0.10
N 0.62 1.56 1.69 -0.04
C 1.53 1.29 2.68 0.03
N 2.56 0.48 2.67 0.00
C 1.21 2.03 3.90 0.02
C 1.78 2.04 5.16 -0.01
C 1.15 2.80 6.13 0.02
C 0.00 3.55 5.84 -0.01
C -0.55 3.55 4.57 0.03
C 0.08 2.78 3.61 0.00
C -2.85 3.21 -0.20 0.01
C -3.91 3.95 0.30 0.03
C -4.96 4.21 -0.57 -0.01
C -4.94 3.76 -1.90 0.02
C -3.86 3.05 -2.40 0.00
C -2.82 2.77 -1.52 0.01
N 0.78 0.50 -1.89 0.03
C 4.05 -1.48 0.13 0.00
C 4.91 -2.49 -0.29 -0.03
H 6.30 -3.96 0.39 0.00
H 6.12 -3.35 2.76 0.00
H 4.59 -1.53 3.49 0.00
H 3.74 -0.63 -4.66 0.00
H 3.09 -0.10 -7.00 0.00
H 0.91 0.89 -7.52 0.00
H -0.72 1.39 -5.70 0.00
H 2.67 1.46 5.37 0.00
H 1.55 2.81 7.14 0.00
H -0.46 4.13 6.63 0.00
H -1.43 4.13 4.33 0.00
H -3.92 4.29 1.32 0.00
H -5.82 4.76 -0.21 0.00
H -5.79 3.97 -2.54 0.00
H -3.83 2.72 -3.43 0.00
H 4.99 -2.75 -1.34 0.00
O -2.31 0.81 4.13 0.00
C -3.47 1.07 3.50 0.00
C -4.49 1.67 4.24 0.00
C -5.71 1.94 3.65 0.00
C -5.95 1.60 2.32 0.00
C -4.94 1.00 1.58 0.00
C -3.70 0.73 2.15 0.01
C -2.60 0.18 1.32 0.01
O -1.41 0.05 1.81 -0.02
N -2.90 -0.18 0.10 -0.01
N -1.76 -0.59 -0.55 0.00
C -1.92 -1.32 -1.60 0.03
C -0.85 -2.08 -2.19 0.00
C -1.01 -2.76 -3.40 0.01
C -0.04 -3.62 -3.85 -0.01
C 1.10 -3.84 -3.06 0.01
C 1.27 -3.18 -1.86 -0.02
C 0.32 -2.26 -1.43 -0.01
O 0.50 -1.52 -0.33 -0.12
H -1.68 0.46 3.45 0.00
H -4.29 1.92 5.27 0.00
H -6.49 2.41 4.23 0.00
H -6.91 1.81 1.86 0.00
H -5.09 0.75 0.54 0.00
H -2.94 -1.47 -1.94 -0.01
H -1.92 -2.60 -3.98 0.00
H -0.16 -4.14 -4.79 0.00
H 1.85 -4.55 -3.39 0.00
H 2.16 -3.33 -1.26 0.00
C -0.84 -3.37 3.77 0.00
S -0.19 -2.53 2.31 0.02
O 1.22 -2.18 2.64 0.00
C -0.11 -4.03 1.31 0.00
C 1.11 -4.68 1.17 0.00
C 1.19 -5.79 0.34 0.00
C 0.06 -6.22 -0.35 0.00
C -1.15 -5.55 -0.22 0.00
C -1.23 -4.44 0.61 0.00
H -0.14 -4.14 4.06 0.00
H -1.82 -3.79 3.53 0.00
H -0.94 -2.61 4.55 0.00
H 1.97 -4.30 1.70 0.00
H 2.13 -6.31 0.22 0.00
H 0.13 -7.09 -1.00 0.00
H -2.02 -5.88 -0.78 0.00
H -2.17 -3.90 0.71 0.00

=====

166
Properties=species:S:1:pos:R:3:lowdin_charge:R:1 method="wB97M-V/def2-TZVPD" charge=0 homo_ev=-9.55 orbital_gap_ev=9.53 smiles="CCOC(=O)C(F)(F)F.CCOC(=O)C(F)(F)F.CCOC(=O)C(F)(F)F.CCOC(=O)C(F)(F)F.CCOC(=O)C(F)(F)F.CCOC(=O)C(F)(F)F.CCOC(=O)C(F)(F)F.O=C1CCCO1.O=C1CCCO1.O=C1CCCO1.COCCOC.COCCOC" lumo_ev=-0.01
C 5.96 -0.36 1.07 -0.08
O 5.20 -0.55 -0.11 -0.19
C 5.80 0.03 -1.25 -0.20
C 5.06 -0.46 -2.47 -0.20
O 5.25 -1.86 -2.62 -0.15
C 4.11 -2.44 -3.19 -0.11
H 6.54 0.56 1.13 0.09
H 6.66 -1.20 1.18 0.09
H 5.26 -0.45 1.90 0.08
H 6.85 -0.30 -1.28 0.13
H 5.84 1.13 -1.19 0.13
H 5.31 0.05 -3.41 0.12
H 4.00 -0.21 -2.36 0.10
H 4.18 -3.53 -3.28 0.08
H 3.97 -2.10 -4.23 0.08
H 3.18 -2.26 -2.65 0.09
C -3.54 0.12 -3.80 -0.10
O -4.81 -0.07 -3.21 -0.19
C -5.80 0.82 -3.69 -0.20
C -5.58 2.30 -3.38 -0.21
O -4.72 2.81 -4.36 -0.19
C -4.23 4.11 -4.06 -0.09
H -3.14 1.06 -3.41 0.07
H -3.58 0.22 -4.89 0.10
H -2.90 -0.71 -3.51 0.07
H -6.72 0.49 -3.21 0.12
H -6.01 0.61 -4.74 0.13
H -5.08 2.30 -2.40 0.12
H -6.54 2.81 -3.24 0.13
H -3.62 4.09 -3.15 0.07
H -5.09 4.76 -3.91 0.09
H -3.57 4.50 -4.83 0.09
O 0.95 5.22 3.02 0.12
C 0.32 4.21 3.21 -0.48
O -0.83 4.24 3.91 0.04
C -1.44 2.96 3.95 -0.15
C -0.78 2.14 2.82 -0.13
C 0.60 2.81 2.75 -0.07
H -2.52 3.06 3.93 0.11
H -1.21 2.47 4.90 0.12
H -1.33 2.31 1.89 0.09
H -0.76 1.08 3.05 0.09
H 1.06 2.77 1.77 0.10
H 1.23 2.37 3.53 0.14
O -1.20 -0.17 5.35 0.11
C -1.96 -0.94 4.84 -0.50
O -3.22 -0.59 4.54 0.04
C -3.99 -1.72 4.09 -0.12
C -2.96 -2.88 3.88 -0.14
C -1.74 -2.40 4.60 -0.09
H -4.53 -1.46 3.18 0.10
H -4.72 -2.06 4.82 0.12
H -2.79 -3.11 2.83 0.10
H -3.38 -3.77 4.34 0.11
H -0.78 -2.71 4.19 0.11
H -1.65 -2.77 5.63 0.14
O 3.81 0.49 4.72 0.12
C 3.49 -0.66 4.59 -0.48
O 4.40 -1.63 4.41 0.03
C 3.84 -2.93 4.39 -0.14
C 2.34 -2.71 4.17 -0.15
C 2.08 -1.26 4.57 -0.07
H 4.03 -3.47 5.32 0.12
H 4.26 -3.52 3.58 0.12
H 1.80 -3.35 4.88 0.11
H 2.01 -2.96 3.17 0.09
H 1.62 -1.18 5.55 0.13
H 1.45 -0.66 3.92 0.10
C -4.16 -4.95 0.57 -0.06
C -4.83 -5.02 -0.76 -0.20
O -3.96 -4.75 -1.85 0.02
C -3.53 -5.75 -2.61 -0.38
O -3.84 -6.89 -2.49 0.18
C -2.49 -5.34 -3.69 -0.56
F -1.36 -6.00 -3.40 0.17
F -2.88 -5.68 -4.90 0.19
F -2.19 -4.05 -3.67 0.17
H -3.51 -4.07 0.69 0.05
H -3.54 -5.80 0.85 0.09
H -4.90 -4.80 1.37 0.08
H -5.62 -4.27 -0.87 0.13
H -5.37 -5.96 -0.91 0.13
C 5.44 7.75 3.03 -0.05
C 4.07 7.09 3.00 -0.20
O 4.26 5.70 3.32 0.04
C 4.47 4.84 2.36 -0.41
O 4.59 5.09 1.20 0.16
C 4.57 3.39 2.86 -0.55
F 5.76 2.87 2.58 0.18
F 4.37 3.33 4.18 0.16
F 3.61 2.67 2.29 0.16
H 5.33 8.81 2.79 0.08
H 6.06 7.32 2.24 0.08
H 5.85 7.63 4.03 0.08
H 3.51 7.24 2.08 0.13
H 3.43 7.50 3.78 0.13
C -1.86 -2.26 -0.97 -0.05
C -1.57 -0.90 -0.39 -0.18
O -0.14 -0.73 -0.31 0.03
C 0.47 -0.98 0.83 -0.40
O -0.03 -1.39 1.84 0.15
C 1.95 -0.60 0.79 -0.55
F 2.71 -1.63 1.17 0.18
F 2.34 -0.22 -0.42 0.18
F 2.09 0.40 1.65 0.18
H -1.61 -3.06 -0.27 0.07
H -1.14 -2.41 -1.78 0.08
H -2.85 -2.32 -1.39 0.08
H -2.02 -0.67 0.58 0.12
H -1.90 -0.10 -1.04 0.11
C 3.96 0.47 -6.38 -0.06
C 3.32 1.42 -5.37 -0.20
O 2.31 0.80 -4.58 0.03
C 1.21 0.38 -5.15 -0.40
O 0.96 0.40 -6.32 0.18
C 0.14 -0.08 -4.14 -0.53
F 0.69 -0.72 -3.11 0.17
F -0.54 1.00 -3.71 0.16
F -0.73 -0.90 -4.72 0.17
H 4.48 -0.31 -5.83 0.07
H 4.62 1.05 -7.04 0.09
H 3.27 -0.03 -7.05 0.07
H 2.90 2.28 -5.89 0.13
H 4.13 1.79 -4.74 0.11
C -1.61 4.30 -0.59 -0.03
C -1.08 3.06 -1.31 -0.23
O 0.31 2.91 -1.13 0.03
C 1.12 3.54 -1.99 -0.37
O 0.74 4.10 -2.97 0.18
C 2.61 3.44 -1.59 -0.54
F 2.74 3.07 -0.32 0.17
F 3.22 2.55 -2.38 0.17
F 3.16 4.64 -1.75 0.19
H -1.47 4.16 0.48 0.06
H -2.70 4.33 -0.65 0.07
H -1.18 5.22 -0.97 0.09
H -1.45 2.99 -2.34 0.11
H -1.55 2.16 -0.90 0.11
C -4.56 1.55 2.00 -0.04
C -5.51 2.14 0.96 -0.18
O -6.85 2.08 1.47 0.05
C -7.82 2.44 0.66 -0.40
O -7.66 2.88 -0.44 0.16
C -9.23 2.19 1.21 -0.56
F -9.97 3.26 0.92 0.17
F -9.82 1.14 0.67 0.18
F -9.22 2.02 2.53 0.17
H -4.97 0.59 2.33 0.07
H -4.47 2.20 2.87 0.08
H -3.58 1.38 1.56 0.07
H -5.47 1.63 0.00 0.12
H -5.22 3.18 0.84 0.13
C 5.01 -6.84 0.02 -0.06
C 4.61 -5.54 -0.62 -0.21
O 3.32 -5.08 -0.23 0.04
C 2.27 -5.60 -0.84 -0.40
O 2.29 -6.38 -1.73 0.18
C 0.95 -5.05 -0.22 -0.51
F 0.39 -5.99 0.57 0.16
F 1.17 -3.93 0.47 0.17
F 0.07 -4.81 -1.21 0.15
H 4.92 -6.84 1.10 0.08
H 6.03 -7.16 -0.19 0.08
H 4.39 -7.66 -0.35 0.08
H 4.72 -5.56 -1.70 0.12
H 5.34 -4.80 -0.27 0.13